Run i
ORCA calculation (ωB97M-V with the def2-TZVPD basis set) on a molecular structure, C6H15N3.

Properties
HOMO-LUMO gap = 8.2 eV
Charge = 0

```
24
C6H15N3 | the OMol25 dataset | ωB97M-V with the def2-TZVPD basis set
C 1.941 -0.430 0.114
C -1.482 0.598 -1.430
C 0.379 2.000 -0.417
C 0.570 -0.493 -0.491
C -0.302 0.630 -0.467
N 0.333 -1.565 -1.310
H -0.549 -1.622 -1.792
H 0.911 -2.384 -1.213
H 1.898 -0.021 1.122
H 2.591 0.206 -0.495
H 2.396 -1.420 0.175
H -2.079 1.502 -1.321
H -1.167 0.539 -2.476
H 1.091 2.064 0.405
H 0.913 2.230 -1.344
H -0.374 2.774 -0.258
H -2.144 -0.245 -1.219
N -1.198 0.397 2.101
C -0.459 -1.655 1.659
N -0.378 -0.601 2.413
H -0.921 0.577 0.784
H -0.870 1.230 2.586
H -1.313 -1.839 1.005
H 0.215 -2.474 1.870
```


Run ii
ORCA calculation (ωB97M-V with the def2-TZVPD basis set) on 2 unconnected molecules or ions with the total composition C6H15N3.

Properties
HOMO-LUMO gap = 8.7 eV
Charge = 0

```
24
C6H15N3 | the OMol25 dataset | ωB97M-V with the def2-TZVPD basis set
H -1.421 -1.759 -0.898
N -1.565 -1.690 0.108
C -1.319 -0.508 0.548
C -1.644 -0.224 1.997
N -1.324 0.752 -0.303
C -1.193 0.774 -1.739
H -1.477 0.824 2.258
H -0.982 -0.822 2.629
H -2.677 -0.494 2.220
H -1.565 1.634 0.134
H -0.186 1.123 -1.996
H -1.911 1.461 -2.194
H -1.335 -0.218 -2.182
C 2.231 1.498 -0.312
C 1.290 0.866 0.420
N 1.163 -0.553 0.540
C 1.646 -1.484 -0.468
H 2.760 1.027 -1.131
H 2.420 2.552 -0.144
H 0.923 1.367 1.313
H 0.899 -0.964 1.432
H 2.648 -1.222 -0.812
H 0.991 -1.434 -1.340
H 1.627 -2.504 -0.080
```


Run iii
ORCA calculation (ωB97M-V with the def2-TZVPD basis set) on a molecular structure, C6H15N3.

Properties
HOMO-LUMO gap (spin up / spin down) = 6.6 / 6.6 eV
Charge = 0

```
24
C6H15N3 | the OMol25 dataset | ωB97M-V with the def2-TZVPD basis set
C -1.322 0.600 -0.254
C -1.207 1.765 0.692
C -1.256 0.900 -1.730
C -0.811 -1.999 -0.224
N -0.393 -0.906 0.289
H -2.267 0.091 -0.047
H -0.469 1.621 -1.941
H -0.429 2.464 0.392
H -1.029 1.426 1.712
H -2.157 2.314 0.709
H -1.088 -0.014 -2.305
H -2.206 1.342 -2.057
H -1.867 -2.132 -0.447
H -0.157 -2.847 -0.405
C 1.294 -0.483 0.524
N 1.301 0.148 1.822
N 2.032 -1.723 0.522
C 1.534 0.429 -0.551
H 1.027 -0.503 2.549
H 1.521 -2.434 1.038
H 2.227 0.514 2.014
H 2.225 -2.059 -0.413
H 1.696 0.033 -1.542
H 1.800 1.453 -0.347
```


Stability verdict: run ii, ahead by 0.0266 hartree


Run i
ORCA calculation (ωB97M-V with the def2-TZVPD basis set) on a single C2H7N3S molecule.

Properties
HOMO-LUMO gap = 8.7 eV
Charge = 0

```
13
C2H7N3S | the OMol25 dataset | ωB97M-V with the def2-TZVPD basis set
C 2.734 0.852 0.170
S 1.541 -0.537 -0.229
N -0.006 0.080 0.144
C -0.974 -0.761 0.166
N -2.290 -0.329 0.210
N -2.795 0.943 -0.236
H 2.518 1.782 -0.438
H 2.759 1.171 1.323
H 3.772 0.523 -0.016
H -0.916 -1.876 0.381
H -2.912 -1.144 -0.026
H -1.984 1.116 -0.928
H -2.817 1.609 0.522
```


Run ii
ORCA calculation (ωB97M-V with the def2-TZVPD basis set) on a single C2H7N3S molecule.

Properties
HOMO-LUMO gap = 8.8 eV
Charge = 0

```
13
C2H7N3S | the OMol25 dataset | ωB97M-V with the def2-TZVPD basis set
C 0.535 -2.164 2.164
N -0.773 -1.680 1.522
N -0.524 -1.356 0.113
C -0.365 -0.028 -0.004
N -0.109 0.570 -1.241
S 0.524 2.191 -1.353
H 1.383 -1.293 2.293
H 1.106 -3.060 1.608
H 0.385 -3.025 3.146
H -1.095 -0.731 1.992
H -0.625 0.891 0.746
H 0.133 -0.056 -2.281
H -0.855 2.640 -1.581
```


Stability verdict: run i, ahead by 0.1071 hartree


Run i
ORCA calculation (ωB97M-V with the def2-TZVPD basis set) on a gas-phase ion, C5H8NS (charge +1).

Properties
HOMO-LUMO gap = 8.7 eV
Charge = +1

```
15
C5H8NS | the OMol25 dataset | ωB97M-V with the def2-TZVPD basis set
C -1.880 -1.066 0.966
C -0.991 0.043 0.635
N 0.088 -0.110 -0.057
C 0.945 1.084 -0.376
C 1.941 0.624 -1.413
C 2.051 -0.694 -1.545
S 0.752 -1.575 -0.774
H -1.791 -1.464 1.877
H -2.846 -0.871 0.800
H -1.687 -2.036 0.464
H -1.339 1.102 1.035
H 1.280 1.296 0.572
H 0.123 1.763 -0.670
H 2.627 1.214 -1.973
H 2.806 -1.054 -2.226
```


Run ii
ORCA calculation (ωB97M-V with the def2-TZVPD basis set) on a gas-phase ion, C5H8NS (charge +1).

Properties
HOMO-LUMO gap = 7.6 eV
Charge = +1

```
15
C5H8NS | the OMol25 dataset | ωB97M-V with the def2-TZVPD basis set
C -1.547 0.116 0.867
C -2.242 -0.903 0.378
C 0.563 1.075 1.176
C 0.441 -0.951 -0.025
C 0.823 -0.516 -1.368
N -0.151 0.133 0.742
S -1.586 -2.294 -0.326
H -1.946 1.015 1.217
H -3.315 -0.733 0.535
H 1.680 1.098 1.054
H 0.172 1.924 1.808
H 1.183 -1.457 0.676
H 1.543 0.294 -1.091
H 0.048 -0.161 -2.010
H 1.180 -1.392 -1.814
```


Stability verdict: run i, ahead by 0.0306 hartree


Run i
ORCA calculation (ωB97M-V with the def2-TZVPD basis set) on 2 unconnected molecules or ions with the total composition C3H8S.

Properties
HOMO-LUMO gap = 10.1 eV
Charge = 0

```
12
C3H8S | the OMol25 dataset | ωB97M-V with the def2-TZVPD basis set
C -2.839 -4.105 1.717
C -2.762 -3.295 0.679
H -2.077 -4.831 1.969
H -3.780 -4.198 2.247
H -1.874 -3.175 0.069
H -3.632 -2.813 0.249
C 1.964 3.267 -1.272
S 1.496 1.711 -0.446
H 1.021 3.776 -1.460
H 2.543 3.928 -0.633
H 2.493 3.016 -2.185
H 2.725 1.276 -0.134
```


Run ii
ORCA calculation (ωB97M-V with the def2-TZVPD basis set) on a single C3H8S molecule.

Properties
HOMO-LUMO gap = 9.3 eV
Charge = 0

```
12
C3H8S | the OMol25 dataset | ωB97M-V with the def2-TZVPD basis set
C -1.672 -0.542 -0.190
C -0.190 -0.822 -0.342
S 0.666 -0.272 1.075
C 1.581 1.107 0.509
H -2.061 -1.350 0.507
H -2.073 0.506 0.141
H -1.961 -0.669 -1.285
H 0.168 -1.790 -0.466
H 0.196 -0.152 -1.309
H 0.973 1.940 0.688
H 1.953 0.911 -0.543
H 2.421 1.134 1.215
```


Run iii
ORCA calculation (ωB97M-V with the def2-TZVPD basis set) on 2 unconnected molecules or ions with the total composition C3H8S.

Properties
HOMO-LUMO gap = 6.6 eV
Charge = 0

```
12
C3H8S | the OMol25 dataset | ωB97M-V with the def2-TZVPD basis set
C -0.285 -0.976 0.667
C 0.705 -0.381 -0.307
C 0.518 1.126 -0.532
S -2.762 0.500 0.239
H -0.235 -2.052 0.837
H -0.173 -0.508 1.640
H -1.365 -0.759 0.409
H 0.643 -0.889 -1.260
H 1.698 -0.552 0.099
H 0.158 1.293 -1.546
H 1.407 1.721 -0.329
H -0.309 1.477 0.083
```


Stability verdict: run i, ahead by 0.0025 hartree


Run i
ORCA calculation (ωB97M-V with the def2-TZVPD basis set) on 2 unconnected molecules or ions with the total composition C7H14N2O.

Properties
HOMO-LUMO gap (spin up / spin down) = 9.6 / 7.1 eV
Charge = 0

```
24
C7H14N2O | the OMol25 dataset | ωB97M-V with the def2-TZVPD basis set
C 1.532 -2.149 0.623
C -2.108 0.958 0.369
C 1.793 1.149 0.261
C 0.849 -1.855 -2.453
C 0.516 -2.060 1.492
C -0.668 1.176 0.918
C 0.283 0.861 -0.169
N 2.302 -2.184 -0.233
N 0.030 -0.428 -0.856
O 1.057 -0.756 -1.630
H -2.720 0.892 1.239
H -2.627 1.796 -0.153
H -2.093 0.128 -0.239
H 2.458 0.970 -0.575
H 1.835 2.198 0.467
H 2.074 0.592 1.137
H 0.129 -1.520 -3.136
H 0.519 -2.673 -1.701
H 1.760 -2.039 -2.984
H -0.496 -2.326 1.064
H 0.787 -1.725 2.504
H -0.712 2.152 1.348
H -0.710 0.470 1.672
H 0.236 1.452 -1.062
```


Run ii
ORCA calculation (ωB97M-V with the def2-TZVPD basis set) on a single C7H14N2O molecule.

Properties
HOMO-LUMO gap = 9.6 eV
Charge = 0

```
24
C7H14N2O | the OMol25 dataset | ωB97M-V with the def2-TZVPD basis set
O 0.415 2.666 1.909
N 1.009 1.618 1.916
N 0.744 0.776 0.771
C 0.624 1.559 -0.533
C -0.072 0.588 -1.574
C -1.449 -0.224 -1.165
C -1.662 -0.420 0.260
C -0.689 -1.374 0.832
C 0.815 -1.514 0.370
C 1.503 -0.356 0.769
H -0.162 2.567 -0.396
H 1.669 1.699 -0.873
H -0.163 1.307 -2.598
H 0.517 -0.242 -2.040
H -2.505 0.257 -1.531
H -1.344 -1.192 -1.834
H -2.666 -0.599 0.505
H -1.808 0.667 0.625
H -0.840 -2.558 0.794
H -0.372 -0.818 1.898
H 1.224 -2.400 0.723
H 0.954 -1.623 -0.917
H 1.712 -0.363 1.796
H 2.545 -0.023 0.293
```


Run iii
ORCA calculation (ωB97M-V with the def2-TZVPD basis set) on 2 unconnected molecules or ions with the total composition C7H14N2O.

Properties
HOMO-LUMO gap = 8.7 eV
Charge = 0

```
24
C7H14N2O | the OMol25 dataset | ωB97M-V with the def2-TZVPD basis set
H 1.163 0.329 -1.280
N 0.804 1.365 -0.845
C -0.264 1.258 -0.225
C -1.267 0.038 -0.348
O -1.818 -0.244 -1.381
C -0.789 2.246 0.790
C 0.068 3.502 0.863
H -1.676 -0.301 0.634
H -1.823 2.494 0.529
H -0.823 1.749 1.765
H 0.091 4.000 -0.103
H 1.090 3.243 1.130
H -0.333 4.189 1.606
C -0.378 -2.968 -0.705
C 0.612 -1.850 -0.544
C 1.227 -1.693 0.814
N 1.143 -1.204 -1.522
H -0.977 -2.838 -1.605
H -1.032 -3.038 0.163
H 0.158 -3.915 -0.786
H 1.905 -0.846 0.826
H 1.759 -2.609 1.085
H 0.456 -1.524 1.562
H 0.704 -1.383 -2.424
```


Stability verdict: run iii, ahead by 0.1678 hartree


Run i
ORCA calculation (ωB97M-V with the def2-TZVPD basis set) on 2 unconnected molecules or ions with the total composition C2H6ClN2.

Properties
HOMO-LUMO gap = 10.6 eV
Charge = +1

```
11
C2H6ClN2 | the OMol25 dataset | ωB97M-V with the def2-TZVPD basis set
C -0.595 -0.579 0.337
C 1.385 0.856 0.220
N -1.724 -1.020 -0.150
N 0.102 0.373 -0.225
Cl 2.657 -0.324 0.011
H -0.219 -1.015 1.258
H 1.596 2.093 -0.837
H 1.381 1.292 1.212
H -2.250 -1.754 0.303
H -2.110 -0.645 -1.009
H -0.222 0.723 -1.120
```


Run ii
ORCA calculation (ωB97M-V with the def2-TZVPD basis set) on a molecular structure, C2H6ClN2.

Properties
HOMO-LUMO gap = 9.8 eV
Charge = +1

```
11
C2H6ClN2 | the OMol25 dataset | ωB97M-V with the def2-TZVPD basis set
C 0.087 -0.259 -0.283
C 1.531 0.176 -2.194
N -1.572 0.234 2.048
N 0.940 0.337 -0.912
Cl -0.823 -1.199 0.444
H 1.907 -0.825 -2.220
H 2.176 0.975 -2.240
H 0.769 0.237 -2.949
H -2.542 -0.136 2.340
H -1.031 -0.462 2.751
H -1.442 0.921 3.215
```


Run iii
ORCA calculation (ωB97M-V with the def2-TZVPD basis set) on a molecular structure, C2H6ClN2.

Properties
HOMO-LUMO gap = 9.1 eV
Charge = +1

```
11
C2H6ClN2 | the OMol25 dataset | ωB97M-V with the def2-TZVPD basis set
C -1.274 0.029 0.033
C 1.428 0.478 -0.049
N 0.277 1.094 -0.489
N -0.972 -1.193 0.238
Cl -2.760 0.724 -0.066
H 2.338 0.918 -0.343
H 1.310 0.171 1.085
H 1.546 -0.650 -0.425
H 0.019 1.941 -0.003
H -0.088 -1.694 -0.124
H -1.824 -1.820 0.142
```


Stability verdict: run i, ahead by 0.0721 hartree


Run i
ORCA calculation (ωB97M-V with the def2-TZVPD basis set) on 2 unconnected molecules or ions with the total composition C3H6INOS.

Properties
HOMO-LUMO gap = 8.4 eV
Charge = 0

```
13
C3H6INOS | the OMol25 dataset | ωB97M-V with the def2-TZVPD basis set
C 1.526 2.627 -0.268
C -1.503 -3.067 -0.103
C 1.870 1.696 0.692
N -1.493 -2.004 0.557
O -0.343 -0.528 -1.291
S -0.842 -0.509 0.075
I -2.977 0.720 0.195
H 2.092 2.571 -1.137
H 0.624 3.177 -0.147
H -2.088 -4.060 0.235
H -1.018 -3.273 -1.028
H 2.765 0.962 0.590
H 1.386 1.687 1.631
```


Run ii
ORCA calculation (ωB97M-V with the def2-TZVPD basis set) on 2 unconnected molecules or ions with the total composition C3H6INOS.

Properties
HOMO-LUMO gap (spin up / spin down) = 8.2 / 8.1 eV
Charge = 0

```
13
C3H6INOS | the OMol25 dataset | ωB97M-V with the def2-TZVPD basis set
C 0.521 1.366 0.170
C -1.164 -1.810 0.405
C 1.089 0.371 -0.427
N -2.655 -0.644 1.728
O -1.672 -1.392 1.536
S 2.745 -0.291 -0.410
I -3.341 0.511 -0.069
H 0.934 2.108 0.748
H -0.556 1.429 0.043
H -1.477 -1.451 -0.530
H -0.261 -2.355 0.518
H 0.386 -0.164 -0.959
H 3.273 0.416 0.653
```


Stability verdict: run i, ahead by 0.1229 hartree


Run i
ORCA calculation (ωB97M-V with the def2-TZVPD basis set) on 2 unconnected molecules or ions with the total composition C2H2BrO2S.

Properties
HOMO-LUMO gap = 6.3 eV
Charge = -1

```
8
C2H2BrO2S | the OMol25 dataset | ωB97M-V with the def2-TZVPD basis set
C 0.545 -1.619 0.131
C -0.492 0.567 -0.512
O 0.793 -1.449 1.232
O 0.362 -2.100 -0.939
S 0.756 1.614 0.149
Br -2.281 1.276 0.109
H -0.384 0.742 -1.540
H 0.702 0.968 1.371
```


Run ii
ORCA calculation (ωB97M-V with the def2-TZVPD basis set) on 2 unconnected molecules or ions with the total composition C2H2BrO2S.

Properties
HOMO-LUMO gap (spin up / spin down) = 8.0 / 8.0 eV
Charge = -1

```
8
C2H2BrO2S | the OMol25 dataset | ωB97M-V with the def2-TZVPD basis set
C 0.004 -1.371 -0.114
C 0.115 0.055 0.519
O -0.763 -1.646 -1.019
O 0.868 -1.921 0.556
S -1.300 2.086 -0.184
Br 1.790 0.738 0.029
H -0.060 0.139 1.506
H -0.654 1.919 -1.292
```


Stability verdict: run i, ahead by 0.0281 hartree